{"formula": "C21H27N3O4", "method": "the ωB97M-V functional and the def2-TZVPD basis", "elements": ["C", "H", "O", "C", "C", "C", "C", "C", "C", "O", "C", "C", "O", "H", "C", "N", "C", "H", "C", "N", "C", "N", "C", "C", "C", "C", "H", "H", "H", "H", "C", "H", "C", "H", "H", "H", "H", "H", "H", "H", "H", "H", "H", "H", "H", "H", "C", "O", "C", "H", "H", "H", "H", "H", "H"], "coordinates": [[-1.41428, -0.61414, 3.16987], [-1.34392, 0.45640, 2.91477], [-0.81165, -1.20512, 1.92488], [-1.64381, -1.26915, 0.75715], [-2.82806, -0.66301, 0.51744], [-3.64897, -0.50547, -0.45947], [-3.24159, -1.26921, -1.44779], [-2.02690, -1.87564, -1.63571], [-1.30983, -1.94516, -0.43203], [-0.15556, -2.85811, -0.43015], [0.81002, -2.58284, 0.52692], [1.59597, -1.38312, 0.30722], [1.88718, -1.07205, 1.56594], [1.00358, -0.64044, 2.07601], [3.08907, -1.78711, -0.30787], [3.83345, -0.70039, -0.51350], [4.27062, 0.19280, 0.39175], [3.86520, -0.03620, 1.40042], [3.68516, 1.81807, -0.06410], [2.28331, 1.55001, -0.52865], [1.04621, 1.79432, -0.22587], [-0.05794, 1.72034, -0.81807], [-1.16180, 2.05353, -0.51277], [-1.51277, 2.48882, 0.85885], [-0.39157, 2.75387, 1.33363], [0.97220, 2.28242, 1.17050], [1.71708, 2.16379, 1.87421], [-0.52695, 3.11214, 2.54683], [-2.53998, 2.65636, 1.07088], [-1.90002, 1.74117, -1.23343], [2.43735, 0.99391, -1.99869], [2.55796, 1.62316, -2.84652], [3.63883, -0.07366, -1.91688], [3.38440, -1.05718, -2.65556], [4.48485, 0.32875, -2.27066], [1.52207, 0.58918, -2.13164], [4.24973, 2.27481, -0.86724], [3.46530, 2.33172, 1.16544], [5.30822, 0.52644, 0.37880], [3.55227, -2.15854, 0.69659], [3.05585, -2.52795, -0.86570], [1.01188, -0.72280, -0.01392], [0.41140, -2.95482, 1.56267], [1.42626, -3.79369, 0.27153], [-1.74954, -2.40679, -2.42561], [-3.52962, -1.18446, -2.56238], [-4.71163, 0.33643, -0.46421], [-4.98995, 0.92550, 0.51785], [-5.56172, 0.61321, -1.89174], [-5.09634, 0.97463, -2.54107], [-5.91674, -0.41980, -2.11585], [-6.41564, 1.22483, -1.69496], [-3.04054, 0.14549, 1.40543], [-0.69641, -0.92188, 3.98675], [-2.34167, -1.04339, 3.47967]], "lowdin_charge": [0.006, 0.083, -0.174, -0.133, -0.010, -0.286, -0.042, 0.040, -0.084, -0.070, -0.215, -0.371, -0.085, 0.192, -0.103, -0.199, -0.147, 0.116, -0.019, -0.059, -0.388, 0.120, -0.156, -0.097, -0.182, 0.036, 0.048, 0.158, 0.102, 0.111, -0.051, 0.101, -0.054, 0.180, 0.045, 0.046, 0.089, 0.182, 0.093, 0.176, 0.031, 0.057, 0.158, 0.208, 0.082, 0.159, -0.355, 0.115, 0.074, -0.071, 0.098, 0.074, 0.177, 0.112, 0.082], "total_charge": 0, "e_homo_ev": -7.373, "gap_ev": 7.70, "molar_mass_g_mol": 385.5}

{"formula": "C21H27N3O4S", "method": "the ωB97M-V functional and the def2-TZVPD basis", "elements": ["C", "C", "C", "C", "C", "C", "C", "C", "H", "H", "H", "H", "O", "C", "C", "O", "N", "C", "C", "C", "C", "C", "C", "H", "H", "N", "C", "H", "C", "N", "S", "O", "O", "C", "H", "H", "H", "C", "H", "C", "H", "H", "H", "H", "H", "H", "H", "H", "H", "H", "H", "H", "H", "H", "H", "H"], "coordinates": [[-5.56962, -1.16014, -3.27295], [-5.40237, -1.06769, -1.78694], [-5.07697, 0.13881, -1.18973], [-4.90891, 0.25879, 0.18003], [-5.07440, -0.86121, 0.97964], [-5.40218, -2.07958, 0.39146], [-5.56804, -2.19698, -0.97676], [-5.91911, -3.52294, -1.57849], [-5.15295, -3.83617, -2.28697], [-6.01199, -4.28385, -0.80828], [-6.86243, -3.45941, -2.11961], [-5.52616, -2.93743, 1.03518], [-4.91589, -0.88563, 2.34709], [-4.66973, 0.33262, 3.00675], [-3.29004, 0.94408, 2.71297], [-3.08043, 2.12770, 2.87075], [-2.39791, 0.01597, 2.30299], [-1.08235, 0.18647, 1.85645], [-0.41014, -0.92417, 1.35883], [0.88193, -0.81632, 0.88464], [1.54844, 0.41038, 0.89760], [0.86556, 1.51573, 1.41490], [-0.42662, 1.41353, 1.88297], [-0.93407, 2.27891, 2.27488], [1.36154, 2.47265, 1.46707], [2.87104, 0.55752, 0.47878], [3.17204, 1.60138, -0.48324], [2.53706, 2.46779, -0.30613], [4.64384, 1.99291, -0.36808], [5.49857, 0.84037, -0.56565], [5.74559, 0.39044, -2.16732], [5.28808, -0.94938, -2.40534], [5.27974, 1.43380, -3.03203], [7.55303, 0.38185, -2.21235], [7.88734, 1.38383, -1.98279], [7.86490, 0.08899, -3.20668], [7.90364, -0.32828, -1.47639], [5.15516, -0.24985, 0.32180], [5.76474, -1.10928, 0.04430], [3.67132, -0.62417, 0.23490], [3.45551, -1.36834, 1.00312], [3.48330, -1.05577, -0.76003], [5.40221, 0.06200, 1.34114], [4.89897, 2.72393, -1.13394], [4.85501, 2.40165, 0.62428], [2.99903, 1.24230, -1.51177], [1.35910, -1.69573, 0.48276], [-0.91046, -1.88246, 1.32760], [-2.75172, -0.93116, 2.23189], [-5.43870, 1.08171, 2.78377], [-4.71856, 0.09935, 4.07545], [-4.64442, 1.21751, 0.59704], [-4.94420, 1.01624, -1.80599], [-4.86086, -1.87144, -3.69613], [-6.57261, -1.50153, -3.52730], [-5.40582, -0.19175, -3.73827]], "lowdin_charge": [-0.049, -0.245, -0.030, -0.010, -0.265, 0.033, -0.233, -0.043, 0.084, 0.076, 0.084, 0.122, -0.062, -0.100, -0.469, 0.071, 0.146, -0.218, -0.020, -0.021, -0.232, -0.012, -0.002, 0.102, 0.110, -0.105, -0.136, 0.118, -0.179, -0.244, 0.609, -0.298, -0.295, -0.117, 0.063, 0.065, 0.060, -0.180, 0.117, -0.158, 0.127, 0.122, 0.131, 0.114, 0.132, 0.133, 0.102, 0.113, 0.144, 0.140, 0.142, 0.112, 0.113, 0.082, 0.082, 0.075], "total_charge": 0, "e_homo_ev": -7.567, "gap_ev": 8.23, "molar_mass_g_mol": 417.5}

{"formula": "C21H27N3O5", "method": "the ωB97M-V functional and the def2-TZVPD basis", "elements": ["C", "H", "H", "H", "C", "C", "H", "H", "H", "C", "H", "H", "H", "O", "C", "O", "N", "H", "C", "H", "C", "C", "C", "C", "C", "O", "N", "N", "C", "C", "C", "O", "C", "C", "C", "C", "C", "C", "C", "O", "H", "H", "H", "H", "H", "H", "H", "H", "H", "H", "H", "H", "H", "H", "H", "H"], "coordinates": [[-0.86352, -1.94333, 0.02521], [-0.69682, -1.15027, 0.75219], [0.04740, -2.52680, -0.07495], [-1.10789, -1.49838, -0.93554], [-2.00878, -2.84591, 0.49000], [-1.68861, -3.45270, 1.85707], [-1.52217, -2.66444, 2.58671], [-0.79695, -4.06884, 1.79019], [-2.51978, -4.06540, 2.19551], [-2.28906, -3.94779, -0.53079], [-2.52328, -3.51178, -1.49767], [-3.13302, -4.55148, -0.20423], [-1.41525, -4.58578, -0.63010], [-3.19648, -2.05339, 0.72525], [-3.76257, -1.36101, -0.28391], [-3.39978, -1.35161, -1.43488], [-4.84294, -0.68445, 0.18600], [-4.96887, -0.68495, 1.18679], [-5.41579, 0.41253, -0.56063], [-5.21330, 0.20561, -1.61351], [-4.80681, 1.76454, -0.16893], [-3.29314, 1.76007, -0.36329], [-2.63429, 3.10127, -0.05785], [-1.11930, 2.96062, -0.15457], [-0.37775, 4.24530, 0.11232], [-0.86918, 5.33914, 0.25785], [0.98564, 4.07963, 0.17868], [1.55154, 2.87706, 0.04192], [2.81712, 2.74735, 0.11187], [3.44225, 1.45121, -0.02447], [2.72198, 0.32344, -0.24758], [3.22246, -0.90154, -0.37839], [4.56929, -1.06412, -0.28919], [5.07372, -2.35724, -0.43171], [6.43204, -2.57114, -0.34927], [7.30328, -1.50777, -0.12488], [6.80826, -0.23176, 0.01618], [5.43439, 0.01237, -0.06320], [4.90750, 1.37920, 0.08898], [5.61708, 2.34882, 0.28920], [7.45682, 0.61328, 0.19072], [8.36527, -1.68802, -0.06244], [6.82196, -3.57147, -0.46008], [4.38310, -3.16709, -0.60607], [1.64505, 0.34603, -0.33986], [3.49650, 3.58646, 0.27987], [1.56071, 4.90934, 0.34650], [-0.83549, 2.61753, -1.15243], [-0.75898, 2.21176, 0.55334], [-2.90375, 3.43367, 0.94635], [-2.97721, 3.86346, -0.75832], [-2.85419, 1.00281, 0.29097], [-3.06902, 1.46899, -1.39145], [-5.04336, 1.98540, 0.87507], [-5.25921, 2.54152, -0.78660], [-6.49680, 0.42004, -0.39796]], "lowdin_charge": [-0.025, 0.085, 0.087, 0.080, -0.573, -0.024, 0.086, 0.088, 0.087, -0.019, 0.079, 0.092, 0.089, 0.029, -0.586, 0.084, 0.076, 0.150, -0.185, 0.122, -0.181, -0.219, -0.198, -0.132, -0.466, 0.080, 0.038, 0.044, -0.075, -0.098, -0.015, 0.073, -0.181, 0.009, -0.065, -0.070, 0.001, -0.065, -0.327, 0.078, 0.122, 0.105, 0.108, 0.121, 0.137, 0.130, 0.165, 0.129, 0.114, 0.122, 0.121, 0.108, 0.123, 0.114, 0.116, 0.117], "total_charge": 0, "e_homo_ev": -8.561, "gap_ev": 8.47, "molar_mass_g_mol": 401.5}

{"formula": "C21H27N3O5S", "method": "the ωB97M-V functional and the def2-TZVPD basis", "elements": ["O", "C", "N", "H", "C", "C", "C", "H", "C", "H", "H", "C", "C", "C", "H", "H", "H", "H", "H", "H", "H", "H", "H", "H", "C", "C", "C", "O", "N", "C", "C", "C", "C", "C", "C", "H", "S", "O", "O", "N", "C", "H", "C", "H", "O", "C", "H", "C", "H", "H", "H", "H", "H", "H", "H", "H", "H"], "coordinates": [[-3.91485, -1.04159, -1.70922], [-3.14059, -0.57447, -0.90160], [-2.17220, -1.28506, -0.29059], [-1.56862, -0.84677, 0.38425], [-2.00681, -2.70578, -0.51570], [-1.81012, -3.45976, 0.80404], [-0.84755, -2.84127, 1.82454], [-1.34441, -2.01388, 2.33823], [0.50496, -2.34948, 1.28877], [1.22588, -2.41872, 2.10729], [0.45235, -1.29208, 1.01277], [1.03970, -3.12491, 0.08467], [0.50084, -2.59413, -1.24312], [-0.92990, -3.01706, -1.56675], [-0.95148, -4.09611, -1.73558], [-1.22873, -2.53501, -2.50007], [0.58927, -1.50546, -1.25398], [1.13493, -2.96522, -2.05175], [0.81306, -4.18683, 0.18700], [2.12724, -3.02696, 0.06773], [-0.66614, -3.60890, 2.58060], [-1.47874, -4.46830, 0.55590], [-2.78048, -3.55569, 1.29734], [-2.95732, -3.03639, -0.95524], [-3.24274, 0.85924, -0.44690], [-4.46175, 1.30716, -0.07201], [-4.69073, 2.65904, 0.40743], [-5.74903, 3.11651, 0.78033], [-3.54701, 3.44631, 0.43200], [-2.30409, 3.06283, 0.03102], [-1.23732, 3.97077, 0.06238], [0.01638, 3.57746, -0.34521], [0.21129, 2.27828, -0.79917], [-0.82218, 1.37634, -0.86045], [-2.10138, 1.73960, -0.42671], [-0.62968, 0.40332, -1.28122], [1.84057, 1.73633, -1.29373], [1.72118, 0.76441, -2.33770], [2.65858, 2.89507, -1.51932], [2.28865, 0.89044, 0.09677], [3.28470, -0.14598, -0.12404], [3.02981, -0.64522, -1.05754], [4.69017, 0.45350, -0.19449], [5.44631, -0.33098, -0.25272], [4.97778, 1.19203, 0.97361], [4.06538, 2.25610, 1.13418], [4.35169, 2.76670, 2.05528], [2.62749, 1.73313, 1.22939], [1.92013, 2.56222, 1.25906], [2.51223, 1.12653, 2.13422], [4.13940, 2.94821, 0.28460], [4.76001, 1.10316, -1.07925], [3.21905, -0.85060, 0.71043], [0.85124, 4.26027, -0.34905], [-1.41333, 4.98039, 0.40228], [-3.68036, 4.39930, 0.75181], [-5.32273, 0.65791, -0.11486]], "lowdin_charge": [0.096, -0.444, 0.125, 0.123, -0.296, -0.143, -0.195, 0.105, -0.203, 0.107, 0.089, -0.195, -0.192, -0.137, 0.119, 0.120, 0.080, 0.116, 0.115, 0.097, 0.110, 0.112, 0.117, 0.145, -0.052, 0.099, -0.448, 0.074, 0.168, -0.164, 0.010, -0.052, -0.265, 0.014, -0.080, 0.110, 0.684, -0.275, -0.278, -0.225, -0.175, 0.112, -0.178, 0.131, -0.121, -0.187, 0.130, -0.159, 0.112, 0.135, 0.114, 0.129, 0.125, 0.118, 0.119, 0.167, 0.136], "total_charge": 0, "e_homo_ev": -9.050, "gap_ev": 8.60, "molar_mass_g_mol": 433.5}